Arrangement one

{
  "formula": "H17O8",
  "method": "wB97M-V/def2-TZVPD",
  "orbital_gap_ev": 10.827,
  "charge": 1,
  "e_homo_ev": -14.2131,
  "multiplicity": 1,
  "species": ["O", "H", "H", "H", "O", "H", "H", "O", "H", "H", "O", "H", "H", "O", "H", "H", "O", "H", "H", "O", "H", "H", "O", "H", "H"],
  "xyz": [[-1.00524, 0.73516, -0.85576], [-0.90724, -0.22184, -0.73876], [-0.10824, 0.91516, -1.21776], [-1.22724, 1.21516, 0.00324], [1.01876, 0.20016, 2.96224], [0.55876, 0.09716, 2.13024], [1.81876, -0.32784, 2.91624], [1.16776, 2.34516, 0.84324], [1.97276, 2.61216, 0.46224], [1.30676, 2.38316, 1.80624], [-2.05524, -1.70584, 0.06424], [-1.76724, -2.50984, -0.35676], [-3.01024, -1.63184, -0.06676], [-1.96324, 1.15716, 1.56424], [-1.71524, 1.52716, 2.46324], [-2.37724, 0.30216, 1.75724], [1.36876, 0.96316, -1.80476], [1.58376, 0.55016, -2.60276], [2.24376, 1.23216, -1.51676], [0.86176, -0.97884, 0.31524], [0.76776, -1.93084, 0.39624], [1.74276, -0.87884, -0.03076], [-0.42324, -1.79384, -2.68776], [0.41376, -2.14184, -2.22076], [-0.26624, -2.11384, -3.58476]],
  "lowdin_charge": [0.21, 0.06, 0.06, 0.12, -0.05, -0.02, 0.04, -0.03, 0.01, 0.06, -0.03, 0.05, 0.08, -0.04, 0.12, 0.07, 0.02, 0.05, 0.09, -0.03, 0.07, 0.05, -0.07, 0.08, 0.05]
}

***

Arrangement two

{
  "formula": "H17O8",
  "method": "wB97M-V/def2-TZVPD",
  "orbital_gap_ev": 10.243,
  "charge": 1,
  "e_homo_ev": -13.6738,
  "multiplicity": 1,
  "species": ["O", "H", "H", "H", "O", "H", "H", "O", "H", "H", "O", "H", "H", "O", "H", "H", "O", "H", "H", "O", "H", "H", "O", "H", "H"],
  "xyz": [[45.33600, 21.10200, 21.79300], [45.64400, 20.32900, 22.36100], [44.86400, 20.87700, 20.88800], [44.61300, 21.85300, 22.13500], [43.46300, 18.74300, 20.85300], [42.72400, 18.72800, 20.29900], [43.13700, 18.18600, 21.58900], [46.06600, 22.56300, 24.54800], [45.94800, 23.23500, 25.14400], [46.74700, 22.04900, 24.91700], [45.33100, 18.75300, 23.20000], [45.09200, 18.61400, 24.03100], [46.32500, 18.35400, 23.33100], [43.03900, 22.41100, 22.16600], [42.24800, 22.80600, 22.08900], [43.27700, 22.21300, 23.14200], [46.39300, 23.79700, 19.35600], [45.89000, 23.14000, 19.21300], [47.25000, 23.40900, 19.74200], [43.41200, 21.31900, 24.79300], [44.32200, 21.77000, 25.06800], [43.48700, 20.47000, 24.65000], [45.10200, 21.34600, 19.10700], [44.26300, 21.55200, 18.84800], [45.34800, 20.40000, 18.70200]],
  "lowdin_charge": [0.12, 0.11, 0.13, 0.17, -0.04, 0.01, 0.06, 0.03, 0.02, 0.04, -0.02, -0.03, 0.19, -0.01, 0.01, 0.07, 0.00, -0.15, 0.10, -0.01, 0.11, -0.06, -0.03, 0.02, 0.18]
}

***

Which one sits at the bottom of the stability order? arrangement two does.